# 1
10
Properties=species:S:1:pos:R:3 method="wB97M-V/def2-TZVPD" e_lumo_ev=-0.16 charge=0 homo_ev=-8.94 gap_ha=0.3228 smiles="CC(=S)C=C=O" fmax_ev_per_a=6.04 total_energy_ev=-17093.3925
C -0.040 1.136 -0.078
C 0.429 -0.423 0.240
C 0.722 2.067 0.462
C -0.582 -1.353 -0.324
O 1.437 2.917 0.744
S 1.788 -0.778 0.984
H -0.800 1.357 -0.710
H -0.480 -2.431 -0.002
H -0.825 -1.248 -1.418
H -1.651 -1.244 0.101

# 2
7
Properties=species:S:1:pos:R:3 method="wB97M-V/def2-TZVPD" e_lumo_ev=-0.35 charge=0 homo_ev=-10.24 gap_ha=0.3635 smiles="O=[PH]=O.S" fmax_ev_per_a=4.19 total_energy_ev=-24267.4588
O 0.861 -0.899 0.877
O 2.094 1.317 0.005
P 1.316 0.061 -0.158
S -2.146 0.295 -0.024
H -1.587 0.319 1.084
H 1.002 -0.057 -1.573
H -1.541 -1.037 -0.211

# 3
42
Properties=species:S:1:pos:R:3 method="wB97M-V/def2-TZVPD" e_lumo_ev=0.05 charge=0 homo_ev=-7.79 gap_ha=0.2878 fmax_ev_per_a=10.47 total_energy_ev=-23039.5283
O -0.341 -0.254 0.814
H -1.092 -0.456 0.279
H -0.052 0.594 0.866
H 0.507 -0.675 0.422
O 1.413 -1.543 -0.855
H 2.145 -2.018 -1.441
C 4.108 -0.250 0.515
O 2.805 -0.023 0.873
H 4.756 -1.102 1.058
H 4.848 0.525 0.600
H 4.174 -0.578 -0.531
H 2.289 -0.694 0.349
C 1.376 -3.593 1.746
O 0.464 -3.575 0.675
H 2.154 -2.795 1.569
H 1.946 -4.437 1.802
H 0.771 -3.494 2.764
H 0.752 -2.756 0.349
C -0.771 2.756 0.477
O 0.257 2.203 1.244
H -0.925 2.457 -0.654
H -0.751 3.800 0.519
H -1.622 2.474 1.237
H 0.867 2.910 1.617
C -3.214 -0.044 -1.207
O -2.465 -1.132 -0.735
H -4.042 -0.227 -1.771
H -2.563 0.653 -1.902
H -3.683 0.473 -0.361
H -3.006 -1.741 -0.512
C -3.216 0.876 0.550
O -4.578 1.115 0.855
H -3.027 -0.131 0.930
H -2.662 1.479 1.096
H -2.778 1.194 -0.496
H -5.101 0.291 1.156
C 1.880 1.628 -2.458
O 0.716 0.824 -2.006
H 2.637 0.905 -2.816
H 2.165 2.307 -1.571
H 1.802 2.099 -3.306
H 1.057 -0.046 -1.739

# 4
18
Properties=species:S:1:pos:R:3 method="wB97M-V/def2-TZVPD" e_lumo_ev=0.97 charge=0 homo_ev=-6.73 gap_ha=0.2827 fmax_ev_per_a=0.73 total_energy_ev=-8791.6089
C -0.915 0.926 -0.092
C -1.009 -0.811 0.601
C -1.970 -0.049 -0.421
C -0.722 0.570 1.323
N 0.009 1.399 -0.895
N 1.409 -1.135 -0.680
N 2.229 -0.013 -0.225
H -1.530 -1.538 1.223
H 1.009 1.241 -0.566
H -0.110 1.175 -1.876
H 0.267 -1.161 -0.022
H 1.945 -1.995 -0.547
H 3.046 0.093 -0.822
H 2.581 -0.135 0.726
H -2.019 -0.384 -1.455
H -2.956 0.161 -0.005
H -1.526 0.895 1.985
H 0.262 0.761 1.746

# 5
44
Properties=species:S:1:pos:R:3 method="wB97M-V/def2-TZVPD" e_lumo_ev=-1.98 charge=0 homo_ev=-7.36 gap_ha=0.1975 fmax_ev_per_a=2.35 total_energy_ev=-51488.7143
C 2.388 -3.590 0.025
C 3.628 -2.737 0.309
C 4.056 -1.865 -0.867
C 3.084 -0.768 -1.255
C 2.856 0.287 -0.160
C 1.680 -0.021 0.771
P 0.133 1.063 0.589
Cl -1.137 -0.812 0.493
C -1.456 2.116 0.364
C -2.521 1.937 1.465
C -3.936 1.587 0.982
C -4.426 0.210 1.338
N -5.872 0.089 0.950
P 0.317 1.017 -1.720
O -0.090 2.676 -2.113
O -0.859 0.002 -2.421
H 1.993 -3.445 -0.974
H 2.585 -4.640 0.195
H 1.589 -3.326 0.708
H 3.493 -2.113 1.186
H 4.455 -3.406 0.518
H 5.053 -1.470 -0.696
H 4.154 -2.526 -1.727
H 3.395 -0.304 -2.185
H 2.124 -1.231 -1.474
H 3.756 0.295 0.451
H 2.791 1.290 -0.572
H 1.996 0.145 1.794
H 1.398 -1.058 0.695
H -0.042 1.125 2.016
H 0.967 2.251 0.554
H -1.950 1.907 -0.583
H -1.140 3.151 0.332
H -2.605 2.909 1.940
H -2.179 1.259 2.239
H -4.634 2.275 1.449
H -4.047 1.728 -0.092
H -4.379 0.038 2.408
H -3.855 -0.565 0.847
H -6.075 -0.906 0.902
H -5.923 0.381 -0.024
H 0.737 3.130 -2.341
H -1.748 0.380 -2.280
Ag 0.245 1.536 -4.037

# 6
56
Properties=species:S:1:pos:R:3 method="wB97M-V/def2-TZVPD" e_lumo_ev=0.00 charge=0 homo_ev=-10.05 gap_ha=0.3694 fmax_ev_per_a=6.52 total_energy_ev=-35364.7104
C -0.587 0.407 -3.821
N -0.132 0.563 -2.471
C -1.070 -0.085 0.776
C -0.843 1.184 -0.114
C -1.260 1.018 -1.539
C -2.469 0.107 -1.623
N -3.718 0.602 -1.527
O -2.325 -1.127 -1.440
H -1.117 1.334 -4.018
H -1.285 -0.401 -3.922
H 0.173 0.482 -4.677
H 0.287 -0.311 -2.068
H -0.410 -0.892 0.451
H -0.475 0.116 1.687
H -2.084 -0.428 0.813
H -1.276 2.077 0.310
H 0.246 1.497 -0.118
H -1.473 2.032 -1.935
H -3.880 1.612 -1.659
H -4.588 0.256 -1.256
H 4.288 0.870 0.281
H 2.954 0.404 -0.137
O 3.343 0.953 0.490
H 2.774 -1.046 -2.273
H 3.995 -0.631 -3.024
O 3.408 -0.382 -2.281
H -3.160 -1.969 0.334
H -4.227 -1.924 1.455
O -4.015 -2.307 0.590
H 0.600 -1.003 3.294
H 0.908 -0.331 4.781
O 0.235 -0.772 4.221
H 2.390 2.409 -1.594
H 1.361 2.203 -2.692
O 1.972 2.854 -2.265
H -1.043 -2.436 -1.602
H -0.463 -3.835 -1.577
O -0.249 -2.865 -1.454
H -0.336 2.528 3.320
H 0.131 2.144 1.868
O -0.482 1.922 2.628
H 1.440 0.224 1.797
H 2.884 -0.483 2.006
O 1.899 -0.557 2.123
H 1.133 3.462 -0.497
H 2.343 2.660 0.223
O 1.585 3.298 0.287
H 1.087 -1.828 0.586
H 1.172 -2.486 -0.687
O 1.704 -2.202 0.064
H -2.304 -0.017 2.768
H -2.390 1.102 3.539
O -2.907 0.364 3.441
H 2.451 -2.940 1.859
H 3.349 -2.063 1.153
O 3.188 -2.471 1.986